No. 1
Formula: C3H41NO17
Source: OMol25
Level of theory: wB97M-V/def2-TZVPD

E_LUMO	-0.04	eV
F_max	0.2029	Eh/bohr
relative energy (zero: lowest compared OMol25 entry of this formula, charge and spin)	98.9	kcal per mole
HOMO energy	-9.70	eV

Geometry as ORCA input:
```
! wB97M-V def2-TZVPD RIJCOSX def2/J DEFGRID3
* xyz 0 1
C 2.00 0.15 0.61
N 0.69 0.66 0.11
C -0.52 0.12 0.64
C -1.69 0.33 -0.33
O -2.33 1.64 -0.44
H 2.05 0.35 1.76
H 2.69 0.77 0.10
H 2.20 -0.93 0.44
H 0.72 0.52 -0.91
H -0.62 -1.03 0.87
H -0.71 0.41 1.52
H -1.45 -0.05 -1.27
H -2.55 -0.30 -0.14
H -2.13 2.03 -1.37
H 2.46 2.24 -3.35
H 1.22 2.19 -2.53
O 1.70 1.62 -3.20
H -1.66 2.38 -3.93
H -2.32 1.18 -3.59
O -2.31 2.06 -3.25
H -1.08 -1.06 -3.51
H -2.59 -1.62 -3.94
O -1.80 -1.03 -4.11
H -0.27 2.56 2.15
H -0.30 4.13 2.46
O -0.69 3.26 2.71
H 0.94 -1.97 -3.89
H 1.33 -0.47 -3.44
O 0.90 -1.33 -3.13
H 1.29 3.03 -0.38
H -0.08 3.37 -0.77
O 0.76 3.43 -1.07
H 1.69 2.35 3.97
H 2.52 1.66 2.89
O 2.01 2.50 3.11
H 3.13 -2.33 -1.96
H 2.30 -3.46 -2.19
O 2.98 -2.99 -2.64
H 3.72 0.27 -1.76
H 4.54 -1.07 -1.17
O 4.01 -0.65 -1.89
H 1.80 -2.52 3.12
H 1.55 -1.10 2.77
O 1.58 -2.06 2.36
H -1.55 -1.26 3.06
H -1.71 0.14 2.95
O -1.42 -0.51 3.55
H -2.12 2.24 2.67
H -2.62 1.89 1.44
O -2.78 1.62 2.31
H 0.91 -2.24 -0.58
H 1.28 -3.53 0.05
O 0.82 -3.21 -0.72
H 1.28 -0.37 4.85
H 0.27 -0.25 3.73
O 1.17 0.00 4.10
H -3.95 -0.56 1.85
H -4.20 -1.91 1.45
O -3.56 -1.40 2.05
H -1.78 -3.38 0.02
H -1.17 -3.94 -1.10
O -2.11 -3.77 -0.82
*
```

=====

No. 2
Formula: C3H41NO17
Source: OMol25
Level of theory: wB97M-V/def2-TZVPD

E_LUMO	0.04	eV
F_max	0.0636	Eh/bohr
relative energy (zero: lowest compared OMol25 entry of this formula, charge and spin)	7.3	kcal per mole
HOMO energy	-9.49	eV

Geometry as ORCA input:
```
! wB97M-V def2-TZVPD RIJCOSX def2/J DEFGRID3
* xyz 0 1
C -0.58 0.03 -2.50
C 0.40 0.40 -1.33
C -0.09 0.15 0.06
O 0.85 1.75 -1.36
N -0.03 -1.01 -3.43
H -1.53 -0.38 -2.01
H -0.79 0.89 -3.19
H 1.28 -0.26 -1.55
H -0.69 0.96 0.51
H -0.85 -0.64 0.10
H 0.73 -0.08 0.74
H 1.40 1.80 -2.25
H -0.72 -1.71 -3.73
H 0.78 -1.54 -3.01
H 0.52 3.14 1.61
H -1.03 3.67 1.40
O -0.22 3.60 2.00
H 1.42 -2.93 -0.61
H -0.08 -3.07 -0.29
O 0.62 -3.45 -0.85
H 2.58 -5.05 -0.94
H 2.61 -3.93 -2.05
O 3.19 -4.51 -1.50
H -3.45 -1.71 0.80
H -4.23 -0.52 0.34
O -4.11 -1.06 1.13
H 2.68 3.25 0.60
H 1.64 2.08 0.14
O 2.19 2.47 0.88
H -3.97 1.22 -1.58
H -4.20 -0.12 -2.42
O -3.97 0.28 -1.57
H -0.79 -2.16 1.84
H -0.98 -3.61 1.81
O -1.05 -2.86 1.19
H 2.89 -2.49 1.48
H 2.88 -3.53 2.57
O 2.73 -2.60 2.43
H 1.41 0.99 -4.23
H 2.84 1.19 -3.67
O 1.98 1.58 -3.73
H -1.22 0.93 4.38
H -0.49 1.98 3.42
O -1.01 1.12 3.44
H 3.95 -2.57 -0.53
H 3.23 -1.25 -0.19
O 3.05 -2.25 -0.23
H 3.46 -0.06 1.95
H 2.88 0.89 0.75
O 3.43 0.09 1.00
H -3.75 0.96 1.79
H -2.60 1.51 2.75
O -3.28 1.73 2.11
H -2.62 4.38 0.90
H -2.94 2.91 0.89
O -2.44 3.58 0.40
H -0.31 -0.54 2.94
H 0.76 -1.81 2.98
O -0.06 -1.42 3.25
H -0.82 2.78 -2.16
H -1.84 3.53 -1.37
O -1.64 3.28 -2.28
*
```

=====

No. 3
Formula: C3H42O18
Source: OMol25
Level of theory: wB97M-V/def2-TZVPD

E_LUMO	-0.34	eV
F_max	0.0545	Eh/bohr
relative energy (zero: lowest compared OMol25 entry of this formula, charge and spin)	47.6	kcal per mole
HOMO energy	-10.24	eV

Geometry as ORCA input:
```
! wB97M-V def2-TZVPD RIJCOSX def2/J DEFGRID3
* xyz 0 1
C -3.59 1.44 2.79
C -3.94 -0.01 2.52
C -3.01 -1.11 3.09
O -3.91 -0.11 1.11
H -3.11 1.64 3.76
H -4.30 2.29 2.68
H -2.67 1.72 2.22
H -4.88 -0.29 3.04
H -2.82 -0.97 4.16
H -2.05 -1.20 2.57
H -3.42 -2.10 2.86
H -4.25 0.67 0.67
H 0.46 -1.37 2.74
H -0.26 -1.06 1.41
O 0.15 -1.77 1.92
H -1.15 0.31 -0.30
H -2.28 -0.65 0.33
O -1.64 -0.53 -0.41
H 3.60 -1.26 0.88
H 2.18 -0.82 1.11
O 3.01 -0.91 1.60
H 3.91 2.20 2.12
H 3.99 0.85 1.18
O 4.04 1.81 1.26
H 5.11 -2.27 -0.21
H 4.38 -3.06 0.78
O 5.09 -2.37 0.77
H 4.45 1.73 -2.33
H 4.92 1.31 -1.01
O 5.16 1.19 -1.94
H -3.61 2.47 -0.47
H -4.50 3.32 -1.38
O -4.53 2.62 -0.72
H 4.64 -0.98 -2.09
H 3.49 -1.90 -1.69
O 4.46 -1.88 -1.81
H -0.91 -2.18 -1.20
H -0.97 -2.71 -2.67
O -0.53 -2.82 -1.82
H -4.39 1.11 -1.84
H -4.72 -0.42 -1.71
O -4.14 0.22 -2.15
H -0.21 0.55 -2.51
H 1.17 1.36 -2.41
O 0.55 0.77 -1.95
H -1.18 2.55 -1.49
H 0.22 2.36 -1.01
O -0.57 2.93 -0.84
H 2.66 3.17 -1.23
H 2.91 2.26 -0.10
O 2.23 2.42 -0.79
H 1.62 -3.81 0.67
H 3.00 -4.26 0.16
O 2.49 -4.09 0.96
H 1.08 -2.10 -1.82
H 1.44 -0.63 -2.08
O 1.83 -1.47 -1.72
H 0.77 0.87 1.51
H -0.42 1.82 0.83
O -0.15 1.00 1.29
H -2.58 1.11 -3.75
H -2.37 0.34 -2.38
O -1.94 0.71 -3.17
*
```

=====

No. 4
Formula: C3H45FN2O20S
Source: OMol25
Level of theory: wB97M-V/def2-TZVPD

E_LUMO	0.16	eV
F_max	0.0209	Eh/bohr
HOMO energy	-9.35	eV

Geometry as ORCA input:
```
! wB97M-V def2-TZVPD RIJCOSX def2/J DEFGRID3
* xyz 0 1
C -0.26 0.75 1.81
N 0.11 1.68 0.73
C 1.48 1.69 0.32
N 1.70 1.08 -1.03
C 0.83 1.63 -2.09
S 1.72 -0.54 -1.06
O 2.00 -1.00 -2.38
O 0.65 -1.17 -0.37
F 2.99 -0.81 -0.21
H -0.70 1.26 2.66
H -1.00 0.04 1.44
H 0.59 0.16 2.16
H -0.20 2.63 0.94
H 1.85 2.71 0.21
H 2.14 1.18 1.02
H 0.83 0.99 -2.97
H -0.20 1.76 -1.76
H 1.24 2.60 -2.40
O -1.71 4.31 1.24
H -2.25 4.53 0.47
H -1.75 5.08 1.82
O 4.10 2.26 -2.87
H 3.84 1.61 -3.53
H 3.43 2.19 -2.18
O -0.56 -2.26 -3.39
H 0.27 -1.97 -3.00
H -0.59 -3.22 -3.25
O -2.63 0.29 -1.77
H -1.99 -0.34 -2.12
H -2.77 0.01 -0.86
O 3.22 -3.98 -2.73
H 2.78 -3.14 -2.85
H 3.10 -4.19 -1.80
O -2.06 -1.81 2.73
H -1.38 -2.45 2.48
H -2.33 -2.11 3.60
O -2.40 -4.42 -2.59
H -2.97 -4.06 -3.28
H -2.37 -3.73 -1.92
O 5.45 0.75 -5.20
H 6.27 1.09 -4.83
H 5.40 -0.16 -4.89
O -0.52 5.89 3.59
H 0.25 6.29 3.98
H -0.47 4.97 3.88
O 7.20 -0.57 -7.35
H 7.45 -1.30 -6.78
H 6.43 -0.16 -6.94
O 1.10 3.58 3.99
H 1.11 3.12 3.14
H 2.00 3.54 4.31
O -3.00 -4.20 4.41
H -3.18 -4.87 3.74
H -3.71 -4.32 5.06
O -3.70 3.64 -0.93
H -3.48 3.37 -1.83
H -4.52 3.18 -0.72
O -0.93 1.00 5.24
H -0.67 0.29 5.84
H -1.76 1.33 5.59
O -5.50 -4.82 5.87
H -5.64 -5.08 6.79
H -6.24 -4.24 5.66
O -6.26 -6.10 8.40
H -6.41 -6.82 7.78
H -6.95 -6.19 9.07
O -3.82 6.59 -2.23
H -3.06 7.02 -1.84
H -3.78 5.68 -1.92
O 7.58 -3.65 -7.12
H 7.70 -3.90 -8.05
H 6.73 -4.04 -6.88
*
```

=====

No. 5
Formula: C3H4Ag4Br2O3
Source: OMol25
Level of theory: wB97M-V/def2-TZVPD

E_LUMO	-9.10	eV
F_max	0.1663	Eh/bohr
relative energy (zero: lowest compared OMol25 entry of this formula, charge and spin)	14.1	kcal per mole
HOMO energy	-15.99	eV

Geometry as ORCA input:
```
! wB97M-V def2-TZVPD RIJCOSX def2/J DEFGRID3
* xyz 2 1
Ag 0.16 1.61 1.28
Ag -2.32 -0.44 2.54
Ag 1.89 1.17 4.32
Ag 2.25 -0.79 0.63
C 0.45 -0.64 2.69
O -0.16 0.14 3.38
O 1.58 -0.94 3.04
O 0.09 -0.92 1.56
Br 1.72 -0.54 -2.28
C -0.32 -0.65 -2.22
C -1.03 0.65 -2.74
Br -0.09 2.14 -1.80
H -0.70 -0.75 -1.20
H -0.52 -1.48 -2.90
H -2.08 0.74 -2.46
H -0.91 0.69 -3.82
*
```

=====

No. 6
Formula: C3H4AlO4
Source: OMol25
Level of theory: wB97M-V/def2-TZVPD

E_LUMO (alpha / beta)	-6.64 / -7.63	eV
F_max	0.1494	Eh/bohr
relative energy (zero: lowest compared OMol25 entry of this formula, charge and spin)	42.8	kcal per mole
HOMO energy (alpha / beta)	-16.12 / -13.70	eV

Geometry as ORCA input:
```
! wB97M-V def2-TZVPD RIJCOSX def2/J DEFGRID3
* xyz 1 1
Al -0.09 2.52 -0.03
O 1.27 1.52 0.06
O 0.43 -0.48 1.74
C 0.45 -1.77 1.23
C 0.02 -1.67 -0.24
O 0.60 -0.46 -0.73
C 0.32 0.61 0.07
H 1.47 -2.21 1.26
H -0.27 -2.45 1.74
H -1.07 -1.57 -0.31
H 0.41 -2.49 -0.85
O -0.90 1.10 -0.04
*
```

=====

No. 7
Formula: C3H4BN
Source: OMol25
Level of theory: wB97M-V/def2-TZVPD

E_LUMO (alpha / beta)	-0.19 / -3.76	eV
F_max	0.1721	Eh/bohr
relative energy (zero: lowest compared OMol25 entry of this formula, charge and spin)	14.8	kcal per mole
HOMO energy (alpha / beta)	-7.05 / -11.73	eV

Geometry as ORCA input:
```
! wB97M-V def2-TZVPD RIJCOSX def2/J DEFGRID3
* xyz 0 3
B -0.39 -0.14 1.36
C 1.58 0.13 -0.39
C -0.72 0.11 -1.19
C 0.18 0.02 -0.19
N 2.72 0.06 -0.31
H 0.20 -0.89 2.14
H -1.16 0.54 1.86
H -0.55 0.16 -2.25
H -1.84 0.01 -1.02
*
```

=====

No. 8
Formula: C3H4BiLiO4
Source: OMol25
Level of theory: wB97M-V/def2-TZVPD

E_LUMO (alpha / beta)	-15.47 / -15.28	eV
F_max	0.0789	Eh/bohr
relative energy (zero: lowest compared OMol25 entry of this formula, charge and spin)	0.0	kcal per mole
HOMO energy (alpha / beta)	-21.89 / -24.21	eV

Geometry as ORCA input:
```
! wB97M-V def2-TZVPD RIJCOSX def2/J DEFGRID3
* xyz 3 2
O -0.64 0.06 -0.48
C -0.22 0.67 0.75
C 0.09 -0.05 -1.55
O -0.70 1.77 0.91
O 0.56 -0.02 1.43
C -0.27 -1.03 -2.56
Li -0.97 3.26 1.95
H -0.73 -0.52 -3.42
H -1.02 -1.71 -2.13
Bi 0.53 -1.78 2.55
O 1.33 0.29 -1.61
H 1.55 0.62 -2.52
H 0.82 -1.32 -2.88
*
```

=====

no.,energy (Ha)
1,-1472.6031
2,-1472.7491
3,-1493.8107
4,-2253.6293
5,-6077.6359
6,-659.7445
7,-196.1035
8,-638.6282